ORCA calculation (the ωB97M-V functional and the def2-TZVPD basis) on a 12-piece molecular cluster, C58H81N5O31 overall.

E_tot ... -4864.360410 Eh
Kohn-Sham gap ... 8.614 eV

Geometry as XYZ:
```
175
Properties=species:S:1:pos:R:3:forces:R:3:mulliken_charge:R:1
O 0.775214 4.137037 -7.403271 2.6 -0.8 0.5 -0.618
O -1.185796 2.107817 5.358604 -0.1 -0.6 0.7 -0.545
O 6.861198 -1.614338 -4.713769 2.3 2.5 3.2 -0.611
O 0.314880 -4.595024 4.001723 -0.5 3.0 -0.1 -0.229
O 0.634600 -3.234140 0.613943 -2.2 -0.3 -0.1 -0.179
O -6.269592 0.858013 1.913718 0.3 -2.0 0.1 -0.596
O 1.693726 2.716016 -5.942810 0.8 -0.9 0.8 -0.155
O -4.366944 2.650563 -3.599966 -0.4 0.0 -0.5 -0.389
O -6.130541 -0.871869 3.440414 0.5 -0.8 -2.8 -0.329
O -1.358505 -5.217494 2.593865 1.0 2.5 1.0 -0.704
O 2.994738 4.208532 -6.648537 -1.3 -3.1 -0.1 -0.312
O 3.211718 3.519780 3.948374 0.0 0.8 -0.2 -0.416
O -2.453483 1.386157 -7.901432 -0.7 -1.1 0.9 -0.596
O -4.860340 0.690840 -2.511781 -1.1 2.6 -2.1 -0.111
O 0.387452 3.803239 -1.010568 -0.8 0.0 -0.1 -0.171
O 5.744588 -0.730623 3.064400 -0.7 -0.4 -0.7 -0.588
O 0.268046 4.284526 1.203680 -0.2 0.5 0.0 -0.683
O 6.240923 -0.868622 5.107001 -0.6 -0.4 1.0 -0.689
O 1.577871 -0.635466 -2.036503 -0.6 -0.1 1.0 -0.618
O -2.973271 0.944603 4.999602 1.7 0.1 1.2 -0.459
O 7.340122 -0.906416 -2.525020 1.5 2.3 -2.1 -0.277
O -1.493349 3.598353 -0.029971 -1.0 -0.8 -0.9 -0.035
O 2.149239 -3.603774 -0.756019 -1.6 -0.7 -1.9 -0.619
O 8.194866 0.226759 -4.269945 -0.6 -0.8 1.7 -0.306
O -6.368931 1.915267 -3.827167 1.4 -0.2 0.1 -0.417
O 2.460180 -0.181142 -0.146835 1.8 0.3 1.4 -0.738
O 5.011065 2.145181 4.189025 -0.3 1.3 -0.1 -0.552
O -5.814618 -1.316405 1.313690 0.1 0.8 1.6 -0.139
O -1.277682 -3.219202 3.721279 1.3 0.0 1.3 -0.073
O 4.987401 4.365238 4.793393 -1.5 -1.2 -1.0 -0.268
O -4.475093 1.238395 -8.456582 -3.2 0.1 -1.3 -0.593
N 0.932470 -3.573892 -0.518408 2.6 0.9 0.9 0.885
N -1.914415 1.176380 5.634012 -1.8 -0.7 -1.2 0.869
N 5.417176 -0.935724 4.215180 2.0 1.2 -0.8 1.217
N 1.514009 -0.394648 -0.825028 -0.9 0.0 -1.7 1.786
N -3.589505 0.894207 -7.775981 4.0 0.1 1.2 1.011
C 0.530224 1.936026 -5.835706 -0.2 -1.5 -0.9 -0.531
C -5.861941 -1.070273 -0.079023 0.1 -2.5 -1.0 0.303
C -0.519960 -1.721742 8.473163 0.3 0.0 -0.9 -0.379
C -1.539819 0.179747 6.709912 0.5 -0.4 -0.3 0.124
C -2.056556 -1.157385 6.676761 1.0 1.4 -0.5 -0.345
C 1.751705 3.677006 -6.796407 -1.8 3.1 -0.4 0.723
C -0.801395 -4.350251 -3.868405 -0.5 -0.1 1.6 -0.744
C -5.166333 1.658722 -3.251617 0.8 -1.6 1.5 0.317
C 0.044478 0.335836 1.086062 1.0 -0.2 -0.3 -0.240
C -7.292487 0.860300 -3.771467 -1.5 -0.2 0.7 -0.329
C 1.729574 4.223961 -1.189042 0.5 1.1 1.2 -0.308
C -1.387912 -4.296022 -1.151949 0.0 1.3 0.7 -0.057
C -3.162439 2.970475 -2.900646 -0.2 0.2 1.5 -0.861
C -0.808058 -4.355490 3.306372 -0.7 -4.5 -0.4 0.717
C -2.349688 0.288736 0.873030 -0.4 -0.4 -1.5 -0.289
C 4.033141 -1.170002 4.500323 -0.9 -0.5 1.4 -0.172
C 6.328411 4.467812 5.083532 2.5 1.3 1.6 -0.143
C -1.522350 -2.085496 7.545208 0.1 0.7 0.4 -0.498
C 3.127982 -1.374945 3.500651 -1.2 -0.9 -1.6 -0.665
C -2.741758 -0.547291 -5.807862 0.2 2.4 -0.5 -0.145
C 0.047000 -0.450673 8.458928 -2.0 1.2 -1.1 -0.684
C 2.363085 3.462163 -2.248027 1.7 -0.8 -1.9 -0.733
C 0.901105 0.920301 -4.804030 -1.1 -0.7 1.5 0.075
C 1.797417 -1.723215 3.757560 0.6 0.1 0.8 0.289
C 0.187144 -3.961650 -2.942121 -0.3 0.0 0.6 -0.724
C -1.939678 2.199729 -3.264158 -0.2 -0.7 -0.9 0.752
C 5.472533 -1.381730 -0.940908 -0.1 0.4 -1.0 -0.591
C -2.245736 -0.223551 -0.429135 1.6 -0.2 0.8 0.622
C -2.093937 -4.726549 -3.399492 1.3 0.2 -0.6 -0.610
C -5.616590 -2.537583 -0.601549 -0.2 0.8 -0.9 -1.271
C -0.246893 3.980450 0.161196 1.0 -0.8 0.2 0.739
C 0.936612 -5.819918 4.021207 -0.2 -2.3 0.6 -0.391
C -0.946710 -0.524906 -0.919336 -0.9 0.0 0.0 -0.124
C -4.977039 -0.809936 -6.534652 -0.7 0.0 -0.1 -0.630
C 0.211034 -0.249503 -0.185858 -2.2 0.8 0.3 -0.384
C 1.370229 -1.783709 5.078062 0.2 0.5 0.4 -0.252
C -6.096649 -0.327204 2.159563 -0.1 1.0 1.4 0.726
C 4.475075 3.232892 4.269571 -0.2 -1.2 0.2 0.525
C 7.458747 -0.856868 -3.886070 -2.9 -1.6 -2.4 0.761
C 2.351348 2.613684 3.241168 0.2 -0.3 1.0 -0.106
C 6.652302 -1.888025 -1.806263 -0.8 -1.8 0.5 -0.517
C 1.821070 -6.074001 2.854592 0.1 0.6 -1.0 -0.760
C -1.210006 0.571776 1.593196 -0.6 -0.5 0.4 -0.554
C -2.930607 -1.362055 -4.718184 -0.9 -1.1 0.0 0.188
C -2.443275 -2.656018 3.249401 -0.5 0.8 -1.8 -0.137
C 2.275344 -1.534059 6.114134 0.8 0.2 -0.6 -0.505
C 8.156314 0.730843 -5.596936 0.4 -0.9 -1.2 -0.675
C -0.510764 0.545822 7.563596 0.3 -1.5 1.1 -0.285
C -2.486700 3.775529 0.975819 0.7 1.6 0.9 -0.886
C -0.121308 -3.838147 -1.552698 -0.5 -1.7 -1.2 0.346
C -4.158640 -2.001159 -4.561715 -0.9 0.6 -0.6 -0.263
C -5.177255 -1.704293 -5.445458 0.5 0.5 -0.7 -0.828
C -2.387819 -4.646335 -2.052226 0.9 -0.6 -0.2 -0.674
C 6.377663 5.743145 5.893680 0.7 1.2 0.6 -1.268
C -6.308559 0.018697 4.477674 -0.9 1.5 1.3 -0.660
C -3.784744 -0.134005 -6.717887 0.9 -2.1 2.1 -0.302
C 3.626803 -1.276437 5.827220 -0.6 0.0 0.2 -0.628
C 3.273360 5.426123 -7.179097 0.4 2.1 -0.3 -0.712
H -2.505625 -2.867885 2.182006 -0.2 0.3 -0.2 0.106
H 6.022780 5.621828 6.917130 -0.9 -0.1 -0.3 0.299
H -3.398230 3.202198 0.806940 0.5 -0.2 -0.4 0.201
H -1.357659 0.875592 2.619012 0.3 0.4 0.1 -0.130
H -2.785749 -5.201065 -4.079656 -0.2 0.3 -0.2 0.477
H 2.293775 1.696382 3.827113 0.2 -0.4 -0.3 0.120
H -2.210139 -1.603440 3.410082 -0.9 0.2 -0.2 -0.110
H 2.346656 4.046198 -0.308288 -0.5 0.3 0.5 0.251
H 1.531082 -5.867935 4.933569 -0.3 0.2 0.2 0.313
H -0.551538 -4.421828 -4.916658 0.0 -0.1 0.0 0.483
H 2.140784 -7.108538 2.729601 -0.1 0.0 0.3 0.388
H 2.683542 2.456624 2.214963 0.0 -0.1 0.1 0.238
H 4.573083 -1.328719 -1.554314 0.0 0.1 -0.1 0.076
H 7.356075 6.153496 6.143524 0.6 -0.4 -0.7 0.419
H 1.241111 -5.784837 1.978172 0.2 -0.1 -0.3 0.032
H 7.006649 4.580359 4.237701 -0.5 -0.2 -0.6 0.302
H -3.300858 -5.053193 -1.643289 -0.2 0.2 -0.1 0.533
H 3.090145 6.116207 -6.355493 0.1 0.7 -0.3 0.289
H 5.888832 6.555379 5.355696 -0.4 -0.1 0.3 0.310
H -5.679433 0.901783 4.366023 0.1 -0.1 0.2 0.258
H -5.657796 -2.566367 -1.690390 -0.3 0.2 -0.2 0.247
H -7.365419 0.516275 -2.739754 0.4 -0.7 -0.2 0.052
H 1.781249 5.285706 -1.430121 -0.4 0.2 0.2 0.332
H -0.879993 -1.009394 -1.882255 0.3 0.1 -0.2 0.232
H -4.638441 -2.971348 -0.393796 0.1 0.4 0.6 0.134
H -6.121340 -2.182873 -5.230837 -0.3 0.1 -0.6 0.460
H 0.862504 0.631059 1.726432 0.4 -0.2 -0.3 0.398
H 3.257986 3.969554 -2.608307 0.2 0.5 0.3 0.548
H 4.355891 -1.171191 6.616995 0.0 0.1 0.0 0.537
H 9.007218 0.349584 -6.161477 0.3 -0.1 0.2 0.283
H 5.209825 -2.023546 -0.099981 0.4 -0.2 -0.1 0.268
H 7.391361 -2.384746 -1.177652 0.1 0.2 0.1 0.316
H 1.823734 3.388896 -3.192403 -0.4 -0.5 0.3 0.003
H 0.355796 1.453246 -6.797264 -0.1 0.1 -0.2 0.411
H -1.808455 -0.003878 -5.814354 0.2 0.0 -0.5 0.411
H 2.688058 -5.417142 2.925076 0.1 -0.1 -0.2 0.243
H -2.656299 -1.469908 5.834721 -0.4 0.2 0.2 0.553
H -2.088428 1.123991 -3.170500 -0.2 0.0 0.5 -0.583
H 1.207140 -3.857085 -3.281335 0.1 0.4 0.1 0.565
H -5.115974 -0.386045 -0.483330 -0.2 0.1 0.5 -0.175
H 0.339141 -1.966881 5.342093 -0.1 -0.2 -0.2 0.370
H -4.443248 -2.680113 -3.771512 0.6 0.0 0.3 0.449
H -1.718323 2.294375 -4.327238 0.3 0.5 0.2 0.022
H 6.315387 -2.640050 -2.519742 -0.2 -0.1 0.0 0.361
H -1.866137 -3.107063 7.477399 0.1 -0.1 0.1 0.391
H -0.380187 2.489488 -5.605595 0.4 0.4 0.1 0.291
H -3.383400 -2.999921 3.680660 0.3 -0.1 0.5 0.263
H 0.126330 -6.546423 4.082219 0.2 -0.5 0.0 0.377
H -1.140782 2.505455 -2.588587 0.2 0.0 -0.3 0.116
H -3.337266 0.462880 1.273980 -0.1 0.1 0.2 0.308
H -7.142869 0.108126 -4.546025 0.5 -0.2 0.4 0.161
H -7.345848 0.347441 4.541423 -0.2 0.3 -0.4 0.326
H 1.621187 0.135566 -5.035941 0.4 0.7 -0.4 0.607
H 6.810951 3.745452 5.741900 -0.8 -1.0 -0.3 0.267
H -2.202898 -1.593230 -3.954384 0.6 0.4 -0.3 0.354
H -2.692870 4.845469 0.947108 -0.6 0.0 0.0 0.375
H 2.816718 2.547560 -1.866180 -0.7 -0.6 -0.4 0.068
H -1.703455 -4.326202 -0.119512 0.6 0.1 0.4 0.381
H 1.152845 -2.005854 2.938398 -0.1 0.2 -0.1 0.367
H 7.320394 0.372385 -6.197639 -0.4 0.2 0.5 0.330
H -0.086870 -2.531149 9.042101 0.0 0.1 0.4 0.370
H -3.307696 2.847991 -1.827335 -0.4 -0.3 0.1 0.364
H 2.656525 5.696914 -8.036002 0.1 -0.1 0.0 0.344
H 0.048172 0.324093 -4.479771 -0.5 0.0 -0.2 -0.345
H 8.251904 1.816500 -5.614426 -0.3 -0.1 0.5 0.252
H -8.300795 1.242315 -3.931099 0.2 0.6 -0.4 0.287
H -2.074385 3.637919 1.975395 0.0 -0.6 -0.1 0.343
H -6.373943 -3.230978 -0.235860 0.0 0.2 0.2 0.490
H -0.110538 1.548659 7.587139 0.0 0.0 -0.2 0.498
H -3.131184 -0.430221 -1.011953 0.1 0.0 -0.2 -0.392
H 5.616448 -0.376813 -0.544004 0.3 0.0 0.0 0.333
H 1.358456 3.061241 3.285411 0.2 0.2 -0.3 0.258
H -6.186265 -0.469399 5.444577 0.7 -0.3 -0.3 0.242
H 3.369091 -1.442262 2.450063 0.7 0.4 0.0 0.483
H 4.337061 5.423968 -7.417084 -0.1 0.2 -0.2 0.215
H 1.932085 -1.510268 7.137860 0.1 -0.2 0.0 0.239
H -5.754360 -0.639741 -7.264857 -0.3 0.1 0.1 0.447
H -3.059562 4.050305 -3.007765 0.1 -0.1 -0.5 0.409
H -6.870308 -0.749020 -0.340000 0.1 0.2 -0.1 0.575
H 1.141789 1.443485 -3.878575 0.5 -0.2 0.0 -0.201
H 0.819286 -0.112862 9.134098 0.1 -0.3 0.0 0.408
```
Positions in Å, forces in eV/Å.